C55H131BN9O25Sr2 | ωB97M-V/def2-TZVPD

Geometry as XYZ:
```
223
C55H131BN9O25Sr2 (ωB97M-V/def2-TZVPD)
H -10.952 -23.135 11.224
H -19.492 -24.030 26.239
C -11.332 -31.810 17.177
H -15.040 -24.669 13.646
H -14.272 -31.152 22.026
H -19.649 -26.374 27.515
C -15.083 -23.304 24.597
H -15.878 -24.891 31.159
H -13.330 -19.571 22.464
H -18.436 -20.055 20.452
H -12.869 -19.534 25.558
O -15.229 -22.458 20.581
C -17.421 -22.739 21.225
H -15.013 -26.929 22.913
H -11.973 -31.831 21.539
O -15.720 -24.431 25.176
H -15.583 -22.346 24.741
O -15.059 -29.024 23.278
O -22.159 -24.567 24.126
C -12.987 -21.878 14.561
C -14.299 -25.172 19.068
O -16.167 -20.662 21.494
O -14.723 -24.755 21.285
H -8.637 -31.808 23.967
C -16.746 -25.641 14.522
H -16.790 -23.639 30.355
C -19.055 -19.157 20.450
H -14.081 -23.262 25.025
C -22.806 -25.472 23.259
H -10.921 -31.859 19.714
H -10.245 -29.922 24.005
H -16.765 -20.771 24.348
C -10.852 -22.826 22.098
H -21.092 -20.033 20.520
H -20.774 -17.278 21.785
H -18.046 -21.819 16.512
H -12.444 -22.755 10.618
O -13.014 -26.180 20.860
H -14.855 -18.940 18.583
H -18.082 -18.459 17.456
H -10.557 -31.112 16.860
C -11.977 -17.133 25.252
O -17.019 -23.889 20.765
H -22.792 -22.723 20.994
H -12.972 -28.741 23.370
H -17.558 -24.711 31.506
H -13.529 -30.632 20.099
H -13.403 -20.973 18.686
H -21.719 -23.688 19.237
H -10.153 -22.943 22.926
H -11.382 -21.996 15.704
H -16.358 -27.435 23.713
N -20.165 -23.437 25.775
H -5.579 -31.130 24.204
H -16.534 -26.122 17.806
C -11.054 -26.022 14.840
H -12.149 -20.348 17.616
O -18.503 -22.430 21.758
H -13.538 -27.680 12.122
H -10.801 -32.666 17.593
H -17.865 -19.984 23.178
H -12.969 -16.825 25.584
H -11.140 -22.047 13.435
C -13.134 -20.815 17.642
C -21.395 -23.984 26.274
H -9.399 -23.426 19.923
H -10.633 -28.438 17.991
H -20.273 -23.554 20.047
C -18.756 -21.436 25.995
H -9.068 -25.535 14.230
H -16.149 -25.445 12.520
H -15.056 -23.446 23.517
H -13.670 -18.234 17.463
O -12.178 -31.304 18.188
N -20.458 -19.956 22.399
C -14.535 -18.892 17.542
H -21.301 -24.478 27.241
N -12.298 -22.420 15.734
H -23.768 -25.728 23.704
O -11.741 -27.198 16.796
H -11.474 -16.274 24.807
H -22.284 -18.249 21.776
O -19.259 -18.870 19.097
C -20.489 -19.329 21.094
C -11.464 -30.982 19.360
C -13.403 -30.717 22.520
O -21.875 -22.939 21.179
H -17.628 -17.521 18.916
C -6.124 -31.629 23.403
H -18.179 -22.304 18.291
C -13.068 -22.198 16.991
C -13.723 -29.200 22.726
O -15.331 -24.370 19.069
C -12.210 -22.040 13.225
H -12.574 -22.856 17.706
C -10.107 -27.777 22.413
O -14.169 -20.136 16.998
C -10.680 -26.283 16.331
H -13.145 -20.806 14.675
H -17.449 -26.466 14.411
H -19.954 -22.327 27.457
N -9.017 -28.496 23.010
H -10.043 -24.144 14.595
C -8.251 -30.803 23.796
C -17.079 -25.863 16.898
N -12.384 -25.356 14.891
H -18.659 -24.440 16.483
H -21.432 -19.906 22.660
H -10.941 -27.569 23.084
C -17.770 -25.751 25.416
H -7.207 -26.627 19.413
C -18.617 -26.105 27.742
N -17.998 -25.165 26.769
H -10.693 -30.232 19.190
O -12.200 -18.081 24.195
H -14.119 -18.669 24.764
C -21.903 -25.112 25.434
H -17.313 -24.726 14.350
C -15.300 -27.689 23.640
C -9.453 -29.937 23.256
H -17.196 -26.662 25.579
C -16.964 -24.757 24.561
O -18.785 -21.173 24.598
H -11.112 -27.039 14.453
H -8.345 -22.067 20.103
C -13.267 -20.071 23.430
H -18.366 -24.706 18.126
H -21.667 -17.629 20.293
H -17.819 -26.627 16.660
H -10.233 -25.029 13.041
H -11.222 -26.992 18.813
H -18.680 -20.535 26.604
O -8.530 -27.129 20.903
O -12.528 -23.357 12.665
H -13.635 -28.623 21.805
H -12.535 -21.259 12.538
H -12.097 -24.413 10.869
O -10.171 -22.099 21.108
C -20.070 -22.116 26.394
C -13.902 -25.437 20.519
C -21.209 -23.010 19.920
H -22.859 -25.452 25.831
H -7.601 -25.231 20.383
H -9.255 -25.768 22.272
H -11.215 -20.433 23.218
O -14.707 -26.654 13.433
H -16.864 -25.305 23.624
H -17.857 -21.974 26.299
C -13.118 -19.070 24.603
H -5.392 -31.978 22.675
C -17.573 -22.265 17.387
C -12.190 -22.080 22.462
C -12.490 -30.405 20.335
H -12.249 -24.427 15.264
C -8.002 -26.170 20.001
H -8.214 -28.509 22.398
C -11.480 -27.759 18.082
H -17.185 -19.195 18.806
C -10.071 -25.122 14.114
H -17.576 -23.874 24.375
C -16.192 -21.837 21.191
H -18.744 -25.945 24.965
N -12.184 -30.851 21.666
C -9.598 -26.569 21.617
H -6.478 -32.546 23.873
H -22.174 -26.352 23.142
C -21.351 -18.035 21.254
C -11.993 -23.436 11.340
H -18.892 -24.372 29.000
H -18.020 -27.017 27.779
H -20.929 -21.463 26.241
H -11.371 -17.603 26.027
H -11.022 -23.823 21.693
H -20.069 -19.240 22.997
C -13.862 -26.650 12.265
H -16.768 -21.553 17.569
C -18.552 -25.397 29.147
H -15.333 -18.462 16.937
O -17.228 -25.519 29.636
H -13.237 -31.254 23.453
H -22.942 -25.010 22.281
C -15.642 -25.562 13.478
H -7.839 -30.433 24.734
H -13.997 -22.286 14.529
H -12.009 -32.167 16.400
H -17.119 -24.825 27.132
H -21.222 -25.964 25.450
H -19.305 -25.892 29.762
H -10.316 -26.198 20.886
H -10.646 -25.376 16.935
B -15.577 -23.902 20.433
N -12.054 -20.953 23.432
C -16.838 -24.676 30.689
O -16.928 -23.506 17.111
Sr -20.634 -22.655 23.306
H -14.137 -20.716 23.553
H -12.672 -21.790 21.529
H -12.869 -22.781 22.947
C -17.836 -24.593 17.180
H -12.521 -24.965 13.970
H -22.181 -23.252 26.456
C -17.723 -20.266 24.221
O -13.915 -25.757 18.049
H -12.305 -28.376 18.440
Sr -14.059 -27.305 15.732
H -10.488 -28.404 21.607
H -17.852 -19.318 24.743
H -14.898 -27.470 24.629
H -14.362 -26.313 11.357
H -8.321 -23.162 21.446
H -9.696 -26.751 16.319
C -17.968 -18.485 18.539
H -9.795 -30.529 22.408
H -12.336 -29.326 20.325
H -12.931 -26.106 12.425
H -14.025 -22.718 16.941
O -7.244 -30.907 22.837
H -8.745 -25.895 19.253
C -8.970 -22.757 20.669
N -16.058 -25.762 15.819
H -18.547 -18.410 21.060
H -21.027 -22.033 19.471
H -15.826 -24.803 16.032
```

Relative energy (zero: lowest compared OMol25 entry of this formula, charge and spin) in kcal per mole: 72.7
HOMO level in hartree: -0.4479
Gap between HOMO and LUMO in eV: 5.98
Net charge: +3

Löwdin population analysis, charges in e, atoms 1 to 5: 0.09, 0.06, -0.10, 0.12, 0.11

H2N3O2S | ωB97M-V/def2-TZVPD

Geometry as XYZ:
```
8
H2N3O2S (ωB97M-V/def2-TZVPD)
S 1.906 0.848 -2.089
H 0.117 -0.242 -0.326
N 1.351 0.909 -0.524
O -2.424 -0.771 1.308
H 0.003 -1.450 0.800
N -0.595 -0.800 0.179
N -1.765 -0.370 0.400
O 1.405 1.876 0.252
```

Relative energy (zero: lowest compared OMol25 entry of this formula, charge and spin) in kcal per mole: 28.0
HOMO level in hartree: -0.1288
Gap between HOMO and LUMO in eV: 7.54
Net charge: -1

Löwdin population analysis, charges in e, atoms 1 to 5: 0.26, -0.01, -0.80, -0.11, 0.14

CH5N3 | ωB97M-V/def2-TZVPD

Geometry as XYZ:
```
9
CH5N3 (ωB97M-V/def2-TZVPD)
C -0.642 -1.365 -0.945
N -1.163 0.015 0.929
H 0.454 2.102 1.107
N 0.779 1.257 0.657
H 0.929 1.331 -0.377
H 0.364 -1.358 -1.317
N -0.991 -0.765 0.123
H 1.583 0.897 1.155
H -1.313 -2.113 -1.332
```

Relative energy (zero: lowest compared OMol25 entry of this formula, charge and spin) in kcal per mole: 72.1
HOMO level in hartree: -0.2976
Gap between HOMO and LUMO in eV: 9.10
Net charge: 0

Löwdin population analysis, charges in e, atoms 1 to 5: -0.09, 0.15, 0.02, 0.00, 0.05

Q: Among the records above, which one has the highest gap between HOMO and LUMO?
A: CH5N3